No. 1
# C26H33F9N2O4S

5 unconnected molecules or ions with the total composition C26H33F9N2O4S at a distorted geometry (ωB97M-V/def2-TZVPD, OMol25).

```
75
Properties=species:S:1:pos:R:3:mulliken_charge:R:1
C 2.094 -4.788 -0.046 -0.5230
C 0.796 -4.887 0.686 -0.6441
C -0.135 -3.626 1.165 0.6827
C -1.590 -3.439 0.391 -0.5561
C -2.582 -2.180 0.786 0.4723
C -4.009 -2.050 -0.034 -0.5957
C -5.306 -1.710 0.942 -0.7917
C -6.687 -2.486 0.519 0.5841
F -7.809 -1.540 0.884 -0.3324
F -6.758 -2.603 -0.969 -0.2926
C -6.996 -3.869 1.332 0.5316
F -8.389 -4.289 0.922 -0.3066
F -7.115 -3.584 2.812 -0.2683
C -6.024 -5.137 0.991 0.4802
F -6.894 -6.368 1.108 -0.2885
F -5.471 -5.172 -0.381 -0.2186
C -4.779 -5.376 2.027 0.6367
F -3.652 -5.945 1.197 -0.2368
F -5.146 -6.462 2.983 -0.2305
F -4.236 -4.156 2.662 -0.1636
C -2.190 -1.063 1.928 0.4962
N -2.978 0.158 2.381 -0.5497
S -2.003 0.936 3.630 0.1328
N -0.625 -0.174 3.678 -0.5103
C -0.756 -1.316 2.681 0.4459
C 0.278 -2.563 2.345 -0.7217
H 3.083 -4.955 0.566 0.2111
H 2.213 -4.589 -1.205 0.2325
H 0.389 -5.972 0.896 0.3597
H -1.909 -4.201 -0.438 0.2415
H -3.852 -1.149 -0.801 0.3654
H -4.146 -3.006 -0.694 0.3000
H -5.041 -1.793 2.103 0.3611
H -5.518 -0.547 0.773 0.3734
H 1.296 -2.633 2.947 0.2990
C -0.977 3.430 0.996 -0.6133
C 0.251 2.819 0.374 0.7418
O 0.532 1.634 0.546 -0.5440
C 1.121 3.715 -0.466 -0.9933
H -1.508 2.666 1.574 -0.1077
H -0.688 4.241 1.669 0.3179
H -1.643 3.803 0.214 0.3278
H 1.503 4.539 0.142 0.2604
H 0.549 4.101 -1.313 0.3066
H 1.971 3.139 -0.850 0.3076
C 1.580 7.853 -2.149 -1.1900
C 2.797 7.152 -1.606 0.9878
O 2.768 6.568 -0.524 -0.5779
C 4.050 7.192 -2.439 -1.0658
H 0.751 7.740 -1.442 0.3068
H 1.790 8.918 -2.274 0.3589
H 1.289 7.407 -3.103 0.3139
H 4.370 8.228 -2.578 0.2640
H 3.869 6.717 -3.407 0.4351
H 4.846 6.645 -1.924 0.1972
C 6.239 9.412 -0.058 -0.9849
C 7.091 8.472 -0.870 0.8610
O 6.647 7.912 -1.871 -0.5577
C 8.506 8.246 -0.409 -1.1548
H 5.243 9.478 -0.508 0.1831
H 6.137 9.033 0.962 0.3102
H 6.687 10.408 -0.052 0.3562
H 8.505 7.815 0.596 0.3308
H 9.055 9.190 -0.418 0.3328
H 9.001 7.545 -1.090 0.2974
C 2.238 -8.391 -2.270 -1.1854
C 1.132 -8.223 -1.262 0.9270
O 1.376 -7.972 -0.083 -0.5455
C -0.283 -8.376 -1.753 -1.1087
H 3.205 -8.254 -1.775 0.3024
H 2.203 -9.397 -2.696 0.3773
H 2.139 -7.640 -3.058 0.3115
H -0.430 -9.381 -2.156 0.3786
H -0.494 -7.625 -2.518 0.3078
H -0.974 -8.229 -0.917 0.2514
```

**Kohn-Sham gap**: 6.2 eV
**SMILES**: C=Cc1cc(CCC(F)(F)C(F)(F)C(F)(F)C(F)(F)F)c2nsnc2c1.CC(C)=O.CC(C)=O.CC(C)=O.CC(C)=O
**E_HOMO**: -0.282 Eh
**Max |F|**: 0.1247 hartree/bohr

=====

No. 2
# H9O4

4 unconnected molecules or ions with the total composition H9O4 at a distorted geometry (ωB97M-V/def2-TZVPD, OMol25).

```
13
Properties=species:S:1:pos:R:3:mulliken_charge:R:1
O 1.799 -1.428 -1.305 -0.6797
H 2.195 -2.240 -1.626 0.3266
H 2.030 -0.677 -1.895 0.3214
O -0.228 2.511 -0.037 -0.6774
H 0.176 2.662 -0.918 0.3372
H -0.727 3.317 0.104 0.3238
O -1.840 -1.111 1.063 -0.6234
H -2.169 -1.727 0.424 0.3376
H -2.475 -1.202 1.870 0.3645
O 0.380 0.030 0.728 -0.3816
H 0.405 0.995 0.417 0.4305
H -0.490 -0.576 0.995 0.4614
H 0.943 -0.555 0.178 0.4590
```

**Kohn-Sham gap**: 12.8 eV
**Charge**: +1
**E_HOMO**: -0.592 Eh
**Energy above the lowest of the compared OMol25 structures with the same formula, charge and spin**: 18.0 kcal/mol
**Max |F|**: 0.0592 hartree/bohr

=====

No. 3
# C21H30ClN3O3S

C21H30ClN3O3S in the gas phase (ωB97M-V/def2-TZVPD, OMol25).

```
59
Properties=species:S:1:pos:R:3:mulliken_charge:R:1
C -3.958 -2.887 -0.506 -1.3027
C -2.684 -2.075 -0.320 -0.6394
C -2.779 -0.670 -0.930 -0.1465
C -1.412 0.010 -0.837 -0.2843
O -0.624 -0.122 -1.764 -0.6899
N -1.130 0.668 0.304 0.0545
C 0.221 1.163 0.551 0.8925
C 0.370 2.541 -0.095 -1.0707
C 1.774 3.157 -0.145 -0.9401
C 2.901 2.195 -0.551 -0.2307
C 3.667 1.550 0.605 -1.2447
N 2.887 0.695 1.490 0.1765
C 3.056 -0.648 1.627 0.6591
O 2.527 -1.280 2.526 -0.6428
C 3.857 -1.359 0.584 0.4231
S 3.397 -1.363 -1.076 -0.1082
C 4.679 -2.426 -1.512 0.6007
C 4.856 -2.882 -2.925 -1.2327
C 5.423 -2.759 -0.425 -0.5900
C 4.945 -2.151 0.768 -0.2314
Cl 5.712 -2.388 2.292 -0.2056
C 1.961 1.333 2.420 -1.7349
C 0.497 1.090 2.047 -0.6725
N -3.908 0.102 -0.410 0.2324
C -5.017 0.443 -1.294 -0.5533
C -5.908 1.327 -0.418 -0.6498
C -5.616 0.827 0.997 -0.6619
C -4.209 0.275 0.900 0.5398
O -3.470 0.020 1.842 -0.7355
H -3.840 -3.888 -0.091 0.4306
H -4.806 -2.424 0.003 0.2297
H -4.213 -2.991 -1.563 0.3146
H -2.446 -1.988 0.741 0.3166
H -1.842 -2.573 -0.804 0.5549
H -2.956 -0.765 -2.002 0.5840
H -1.753 0.511 1.093 0.4179
H 0.897 0.474 0.039 -0.3081
H 0.016 2.430 -1.123 0.4417
H -0.319 3.236 0.397 0.2326
H 1.735 3.970 -0.872 0.4853
H 2.026 3.638 0.804 0.3398
H 2.511 1.423 -1.219 0.1235
H 3.647 2.746 -1.129 0.4232
H 4.496 0.967 0.209 0.5369
H 4.107 2.343 1.221 0.4190
H 5.716 -3.547 -2.993 0.3595
H 3.979 -3.425 -3.281 0.3045
H 5.022 -2.041 -3.599 0.2974
H 6.280 -3.416 -0.456 0.4002
H 2.140 0.939 3.421 0.5236
H 2.195 2.395 2.435 0.5458
H -0.133 1.803 2.588 0.5718
H 0.220 0.091 2.392 0.4893
H -4.651 0.961 -2.180 0.3281
H -5.537 -0.464 -1.622 0.3327
H -5.596 2.367 -0.514 0.3044
H -6.957 1.261 -0.698 0.3588
H -5.683 1.584 1.774 0.3811
H -6.269 -0.003 1.282 0.2496
```

**Kohn-Sham gap**: 9.3 eV
**SMILES**: CC[C@H](C(=O)N[C@H]1CCCCN(C(=O)c2sc(C)cc2Cl)CC1)N1CCCC1=O
**E_HOMO**: -0.317 Eh
**Energy above the lowest of the compared OMol25 structures with the same formula, charge and spin**: 1.9 kcal/mol
**Max |F|**: 0.0036 hartree/bohr

=====

No. 4
# C25H17GdN3O4S2

A molecular structure, C25H17GdN3O4S2 (ωB97M-V/def2-TZVPD, OMol25).

```
52
Properties=species:S:1:pos:R:3:lowdin_spin:R:1
Gd -0.079 0.580 -0.014 6.8328
O 2.311 -2.312 -2.787 -0.0002
C 1.569 -1.728 -1.868 -0.0008
O 1.806 -0.634 -1.394 -0.0102
C 0.369 -2.523 -1.452 -0.0005
C -0.082 -3.688 -2.047 0.0000
C -1.243 -4.256 -1.536 0.0000
C -1.896 -3.662 -0.465 0.0000
C -1.356 -2.496 0.064 -0.0006
N -0.254 -1.959 -0.431 -0.0092
C -1.865 -1.705 1.249 -0.0019
O -2.980 -2.063 1.843 -0.0007
O -1.197 -0.790 1.693 -0.0120
H 3.065 -1.739 -3.002 0.0000
H 0.450 -4.132 -2.876 0.0000
H -1.638 -5.164 -1.970 0.0000
H -2.795 -4.116 -0.070 0.0000
H -3.486 -2.706 1.329 -0.0001
S 0.493 5.445 0.471 -0.0003
C -0.753 5.321 -0.725 -0.0007
C -1.414 6.346 -1.396 0.0001
C -2.381 5.993 -2.313 -0.0006
C -2.687 4.649 -2.554 0.0000
C -2.032 3.634 -1.888 -0.0001
C -1.047 3.975 -0.962 -0.0001
N -0.281 3.087 -0.206 -0.0121
C 0.554 3.726 0.574 0.0031
C 1.493 3.032 1.473 0.0215
C 2.333 3.743 2.332 0.0092
C 3.201 3.059 3.167 -0.0068
C 3.236 1.672 3.157 0.0096
C 2.395 0.960 2.305 0.0188
C 1.526 1.637 1.463 0.1862
H -1.180 7.383 -1.203 0.0000
H -2.915 6.766 -2.849 0.0000
H -3.457 4.400 -3.271 0.0000
H -2.291 2.599 -2.054 0.0002
H 2.317 4.826 2.359 0.0017
H 3.850 3.613 3.831 -0.0003
H 3.915 1.146 3.816 0.0014
H 2.434 -0.124 2.321 0.0025
S -2.910 0.203 -0.865 -0.0138
C -2.124 -0.019 -2.399 -0.0004
C -2.810 -0.486 -3.536 -0.0002
C -2.148 -0.588 -4.735 0.0004
C -0.801 -0.222 -4.816 -0.0002
C -0.187 0.215 -3.667 -0.0005
N -0.816 0.299 -2.483 -0.0148
H -3.856 -0.739 -3.444 -0.0003
H -2.673 -0.936 -5.615 0.0000
H -0.257 -0.262 -5.748 -0.0001
H 0.852 0.524 -3.672 0.0000
```

**Kohn-Sham gap (alpha / beta)**: 6.6 / 6.5 eV
**2S+1**: 8
**Charge**: +1
**E_HOMO (alpha / beta)**: -0.384 / -0.384 Eh
**Energy above the lowest of the compared OMol25 structures with the same formula, charge and spin**: 3.9 kcal/mol
**Expectation value of S²**: 16.0771
**Max |F|**: 0.0084 hartree/bohr

=====

No. 5
# C4H2O

C4H2O in the gas phase at a distorted geometry (ωB97M-V/def2-TZVPD, OMol25).

```
7
Properties=species:S:1:pos:R:3:mulliken_charge:R:1
C 1.107 -0.791 -1.103 -0.4637
C 0.340 1.902 -0.944 0.0035
C 0.309 -0.941 -0.040 -0.0823
C -0.466 0.133 0.446 -0.2039
O -0.200 1.249 -0.144 0.0567
H -0.177 -1.783 0.327 0.3830
H -0.913 0.232 1.457 0.3067
```

**Kohn-Sham gap (alpha / beta)**: 6.6 / 6.6 eV
**E_HOMO (alpha / beta)**: -0.287 / -0.287 Eh
**Energy above the lowest of the compared OMol25 structures with the same formula, charge and spin**: 159.5 kcal/mol
**Max |F|**: 0.0680 hartree/bohr

=====

Repeat the fourth record exactly.
# C25H17GdN3O4S2

A molecular structure, C25H17GdN3O4S2 (ωB97M-V/def2-TZVPD, OMol25).

```
52
Properties=species:S:1:pos:R:3:lowdin_spin:R:1
Gd -0.079 0.580 -0.014 6.8328
O 2.311 -2.312 -2.787 -0.0002
C 1.569 -1.728 -1.868 -0.0008
O 1.806 -0.634 -1.394 -0.0102
C 0.369 -2.523 -1.452 -0.0005
C -0.082 -3.688 -2.047 0.0000
C -1.243 -4.256 -1.536 0.0000
C -1.896 -3.662 -0.465 0.0000
C -1.356 -2.496 0.064 -0.0006
N -0.254 -1.959 -0.431 -0.0092
C -1.865 -1.705 1.249 -0.0019
O -2.980 -2.063 1.843 -0.0007
O -1.197 -0.790 1.693 -0.0120
H 3.065 -1.739 -3.002 0.0000
H 0.450 -4.132 -2.876 0.0000
H -1.638 -5.164 -1.970 0.0000
H -2.795 -4.116 -0.070 0.0000
H -3.486 -2.706 1.329 -0.0001
S 0.493 5.445 0.471 -0.0003
C -0.753 5.321 -0.725 -0.0007
C -1.414 6.346 -1.396 0.0001
C -2.381 5.993 -2.313 -0.0006
C -2.687 4.649 -2.554 0.0000
C -2.032 3.634 -1.888 -0.0001
C -1.047 3.975 -0.962 -0.0001
N -0.281 3.087 -0.206 -0.0121
C 0.554 3.726 0.574 0.0031
C 1.493 3.032 1.473 0.0215
C 2.333 3.743 2.332 0.0092
C 3.201 3.059 3.167 -0.0068
C 3.236 1.672 3.157 0.0096
C 2.395 0.960 2.305 0.0188
C 1.526 1.637 1.463 0.1862
H -1.180 7.383 -1.203 0.0000
H -2.915 6.766 -2.849 0.0000
H -3.457 4.400 -3.271 0.0000
H -2.291 2.599 -2.054 0.0002
H 2.317 4.826 2.359 0.0017
H 3.850 3.613 3.831 -0.0003
H 3.915 1.146 3.816 0.0014
H 2.434 -0.124 2.321 0.0025
S -2.910 0.203 -0.865 -0.0138
C -2.124 -0.019 -2.399 -0.0004
C -2.810 -0.486 -3.536 -0.0002
C -2.148 -0.588 -4.735 0.0004
C -0.801 -0.222 -4.816 -0.0002
C -0.187 0.215 -3.667 -0.0005
N -0.816 0.299 -2.483 -0.0148
H -3.856 -0.739 -3.444 -0.0003
H -2.673 -0.936 -5.615 0.0000
H -0.257 -0.262 -5.748 -0.0001
H 0.852 0.524 -3.672 0.0000
```

**Kohn-Sham gap (alpha / beta)**: 6.6 / 6.5 eV
**2S+1**: 8
**Charge**: +1
**E_HOMO (alpha / beta)**: -0.384 / -0.384 Eh
**Energy above the lowest of the compared OMol25 structures with the same formula, charge and spin**: 3.9 kcal/mol
**Expectation value of S²**: 16.0771
**Max |F|**: 0.0084 hartree/bohr